No. 1
C5H7ClN3O2 | ωB97M-V/def2-TZVPD

Structure (XYZ):
```
18
Properties=species:S:1:pos:R:3:forces:R:3
C -0.427810 0.004640 -1.043168 -3.4938 -0.9646 1.5081
C 1.922900 0.721804 -1.234489 0.0400 0.0358 -1.4956
C 0.705129 0.423333 -1.741276 3.0502 -0.4857 1.5625
C -0.395986 -0.636790 0.174027 1.7483 1.4659 -1.0090
C 1.992786 -0.292326 0.927460 -1.7933 -1.6654 1.0286
N 2.313912 0.657887 0.098196 0.8175 2.9254 0.1607
N 0.591331 0.733749 -3.137959 -2.5324 1.9415 -2.9666
N -1.698640 -0.923607 0.973355 1.5918 -3.8923 -1.9800
O -0.574980 0.936227 -3.546619 1.4919 -0.8141 0.8836
O 1.548423 0.958145 -3.851891 0.2283 -0.7197 0.9806
Cl 1.805446 0.129112 2.578009 0.5252 -0.1688 -0.2459
H -1.308126 0.279362 -1.695675 0.2999 -0.4422 1.2253
H 2.586768 1.120925 -1.998207 0.4514 0.1727 0.6612
H 2.152428 -1.366440 0.724872 -0.3939 0.9217 -0.1282
H 2.671413 1.582800 0.534946 -0.8228 -1.9212 -0.9500
H -1.381176 -1.735382 1.549055 -0.1813 0.8384 -0.1513
H -2.271457 -1.476892 0.265813 -0.2850 1.5897 1.1136
H -2.129610 -0.318453 1.642761 -0.7421 1.1830 -0.1977
```
Forces are in eV/Å.

Properties
frontier orbital gap (spin up / spin down) = 0.2942 / 0.2943 Eh
LUMO energy (spin up / spin down) = -4.88 / -4.88 eV
F_max = 4.6 eV/A
charge = +1
2S+1 = 1
E_HOMO (spin up / spin down) = -12.9 / -12.9 eV

No. 2
C30H29IN3PTi | ωB97M-V/def2-TZVPD

Structure (XYZ):
```
65
Properties=species:S:1:pos:R:3:forces:R:3
C 2.773055 0.917997 0.219019 -1.4703 1.4638 -0.4843
C 3.637857 -2.022993 1.390976 0.0203 0.0645 -0.5785
H 3.499926 1.462260 -0.398567 0.0682 0.1266 0.2505
H 3.259375 0.457030 1.075895 -0.1278 0.0755 -0.0735
H 1.985176 1.612909 0.576485 0.6239 0.3702 0.3413
H 4.002384 -3.053857 1.437230 0.0704 0.3843 -0.1106
H 4.380840 -1.282144 1.695675 -0.1555 -0.2819 -0.1234
H 2.733145 -1.939648 1.986240 -0.0120 0.1904 -0.2760
C 1.240084 2.921983 -2.934711 0.3213 -0.3658 -1.3161
C 1.560944 3.610958 -4.104450 -0.3743 0.3742 1.6344
C 1.617202 2.920731 -5.322600 -0.1150 -1.3627 -0.6137
C 1.339479 1.555522 -5.346304 0.4410 1.0033 -0.2341
H 1.088574 3.405580 -1.963913 0.3008 -0.1136 -0.3975
H 1.751455 4.682609 -4.052832 -0.1307 -0.2768 -0.0492
H 1.884975 3.441749 -6.240144 -0.1419 -0.1090 0.1866
H 1.363382 0.975010 -6.269009 0.0001 0.3951 0.1826
N 1.096716 1.565175 -2.942334 -0.1836 0.5462 0.0978
C 1.106444 0.881570 -4.139688 -0.1741 -1.1386 -0.1324
C 0.932982 -0.563987 -4.050274 0.1245 1.2482 0.0132
N 0.782320 -1.043314 -2.780476 -0.0196 -0.6128 0.0710
C 0.685183 -2.373914 -2.552757 0.1330 -0.1969 -1.1238
C 0.961519 -2.823925 -4.882211 0.2129 1.1172 -1.0532
C 0.834768 -3.293072 -3.574551 -0.4594 -0.2301 1.2482
H 0.542027 -2.690078 -1.521535 0.0492 0.1478 -0.2752
H 0.841471 -4.356981 -3.338342 -0.0947 0.2865 -0.1400
C 0.989135 -1.455266 -5.128572 0.1520 -0.8823 -0.1966
H 1.121347 -1.035504 -6.123112 -0.0975 -0.4162 0.1020
H 1.058805 -3.527140 -5.704430 -0.0280 0.1336 0.0709
Ti 1.162046 0.316013 -1.267981 3.1915 0.1596 0.6302
I 3.166936 -1.692816 -0.730454 0.9036 -2.0999 0.4590
N -0.265199 0.218972 -0.276204 -3.7588 -0.7234 3.5420
P -1.060185 0.069217 1.108210 1.5123 0.7828 -2.0828
C -0.050922 0.560114 2.534643 0.3342 -0.0806 0.4962
C -0.042433 1.886610 2.992721 0.0917 -0.3302 0.0923
C 0.787847 2.255902 4.053728 0.1063 -0.2503 -0.0428
C 1.652145 1.311978 4.623559 -0.1228 0.1007 -0.1366
C 1.694716 0.000793 4.132839 -0.1981 0.1420 -0.0859
C 0.817379 -0.386444 3.115502 0.1096 0.4917 0.0872
C -2.449128 1.205584 1.096586 -0.7928 0.0158 0.0354
C -3.656325 0.878552 1.727865 0.1948 0.5296 -0.0377
C -4.680572 1.823070 1.782347 0.0094 0.0403 -0.1741
C -4.516097 3.075343 1.182512 0.1281 -0.1135 0.1087
C -3.327463 3.388003 0.515132 -0.0540 -0.2829 0.0130
C -2.305600 2.440955 0.443381 -0.1351 -0.0619 0.2603
C -1.607350 -1.583828 1.570116 -0.3845 -0.7132 0.2581
C -1.584437 -2.652062 0.655646 0.0646 0.3398 0.3237
C -1.907051 -3.941419 1.080880 -0.1338 0.0069 0.1508
C -2.311533 -4.169166 2.401408 0.0251 0.2131 -0.1532
C -2.375136 -3.106093 3.307608 0.0182 0.0391 -0.1906
C -2.009867 -1.823734 2.898206 0.0018 -0.2033 -0.1658
H -0.699692 2.622311 2.526214 0.1866 -0.1909 0.1967
H 0.762749 3.284968 4.424798 0.0520 -0.4143 -0.1071
H 2.291983 1.603322 5.460325 -0.1477 -0.0979 -0.3307
H 2.415597 -0.715818 4.543263 -0.3905 0.2643 -0.0953
H 0.811742 -1.425498 2.774284 -0.0415 0.3828 0.0482
H -3.781549 -0.102854 2.179325 -0.0564 0.2374 -0.0452
H -5.611100 1.570089 2.288997 0.1703 0.1174 -0.1508
H -5.318711 3.811279 1.233893 0.1964 -0.1903 -0.0051
H -3.198125 4.363092 0.042591 -0.0785 -0.3035 0.1011
H -1.389565 2.644520 -0.110589 -0.1744 -0.0516 0.1665
H -1.302700 -2.454046 -0.378352 -0.0185 -0.0379 0.2492
H -1.851673 -4.775643 0.377860 -0.0571 0.2863 0.2052
H -2.595797 -5.173470 2.718825 0.1363 0.2682 -0.0823
H -2.705148 -3.269694 4.335572 0.1264 0.0078 -0.3258
H -2.030380 -1.007386 3.624032 0.0523 -0.2208 -0.2322
```
Forces are in eV/Å.

Properties
frontier orbital gap (spin up / spin down) = 0.1865 / 0.2506 Eh
LUMO energy (spin up / spin down) = 0.36 / 0.32 eV
F_max = 5.2 eV/A
charge = 0
2S+1 = 3
<S²> = 2.0194
E_HOMO (spin up / spin down) = -4.7 / -6.5 eV

No. 3
C28H24N7S4SbTi | ωB97M-V/def2-TZVPD

Structure (XYZ):
```
65
Properties=species:S:1:pos:R:3:forces:R:3
Ti 1.995468 0.553108 -0.042259 2.4946 1.4975 0.7498
C -0.316782 1.899031 -5.227899 -0.0382 0.0478 0.0406
C 0.572140 0.894670 -4.863894 0.1123 -0.0425 0.0211
N 0.502628 0.305842 -3.682679 -0.1010 -0.1838 0.0504
C -0.430716 0.740270 -2.841880 0.3254 0.3066 -0.2746
C -1.270105 1.795924 -3.181306 0.0022 -0.0221 0.1949
N -1.223664 2.363596 -4.379001 -0.0365 0.0727 -0.0568
C -0.630082 -0.093189 -1.633657 0.2257 -0.0880 0.3426
C -1.890108 -0.647196 -1.503113 -0.0051 -0.1176 0.0784
C -2.125779 -1.662142 -0.583793 0.2117 0.0325 -0.0589
C -1.035558 -2.109513 0.142347 0.1540 -0.1371 0.2641
C 0.204392 -1.504572 0.008476 -0.6157 0.1929 -0.6371
N 0.404576 -0.449982 -0.823404 -1.8262 -1.1926 -0.7134
C 1.423712 -2.116764 0.542844 0.8274 -0.5720 0.1868
C 1.448862 -3.205692 1.416812 -0.4219 0.2210 -0.0269
N 2.532796 -3.936218 1.597504 0.1677 -0.0861 0.0875
C 3.625078 -3.571579 0.937591 -0.2098 -0.0534 -0.0061
C 3.660309 -2.410899 0.180808 0.1746 -0.0268 -0.1507
N 2.568913 -1.684910 -0.019005 -0.7743 -0.4906 0.4154
C -3.446803 -2.310369 -0.483507 -0.2510 -0.1736 0.0100
C -3.566918 -3.657546 -0.147131 0.0322 0.1291 -0.0651
C -4.827212 -4.232661 -0.121427 0.0489 -0.0326 0.0143
N -5.943187 -3.568537 -0.398666 -0.0984 -0.0456 -0.0207
C -5.828996 -2.284003 -0.716845 -0.0123 0.0228 0.0059
C -4.617973 -1.612169 -0.768712 0.1171 -0.0166 0.0188
H -0.312960 2.330039 -6.221622 0.0972 0.0197 0.0102
H 1.355915 0.550153 -5.528939 -0.0655 0.0001 -0.0529
H -1.994106 2.197473 -2.479337 0.0036 -0.0578 0.0311
H -2.656530 -0.363415 -2.209552 0.0138 0.0499 -0.0062
H -1.139109 -2.948282 0.813845 0.0042 -0.0162 0.0038
H 0.574388 -3.500720 1.985713 -0.0400 0.0315 -0.0660
H 4.488564 -4.217670 1.019398 0.0693 0.0857 0.0145
H 4.576310 -2.078424 -0.281875 -0.0317 0.0919 -0.0418
H -2.694637 -4.265551 0.048824 -0.0067 -0.0291 0.0040
H -4.943032 -5.283644 0.118197 0.0155 0.0132 0.0230
H -6.753672 -1.769535 -0.952253 0.0229 0.0448 0.0365
H -4.594416 -0.560738 -1.022264 -0.0108 0.0089 0.0019
C 0.433509 1.015361 3.496935 0.0428 -0.0426 -0.0138
N -0.242289 0.654334 2.248166 -0.0983 0.0708 0.0721
C -1.400495 -0.157643 2.608670 0.1111 -0.0137 -0.0843
C -0.714153 1.851243 1.533491 0.1365 0.0557 0.0342
C 0.400388 2.846493 1.339647 0.0054 -0.1098 -0.0495
C 0.238781 4.119365 1.879317 -0.0390 0.0213 -0.0629
C 1.267024 5.043984 1.832372 -0.0399 0.0328 0.0258
C 2.473505 4.676582 1.258857 0.0502 -0.0481 0.0300
C 2.623850 3.414490 0.704769 0.0088 0.0418 -0.0267
C 1.597058 2.456852 0.712047 -0.5303 0.7015 0.3484
H -0.251604 1.527599 4.188877 -0.0243 0.0093 -0.0219
H 1.282059 1.663959 3.305884 0.0126 -0.0061 -0.0201
H 0.793397 0.103401 3.974238 0.0067 0.0100 0.0265
H -2.034343 0.359652 3.343589 0.0086 -0.0036 0.0135
H -1.067586 -1.099919 3.048839 -0.0551 -0.0331 -0.0224
H -2.009455 -0.361998 1.731195 -0.0202 -0.0159 0.0035
H -1.536072 2.325593 2.092439 -0.0195 0.0050 -0.0306
H -1.116997 1.523456 0.568683 -0.0767 -0.0212 0.0417
H -0.704752 4.381715 2.345544 0.0079 0.0050 0.0208
H 1.130893 6.034302 2.247806 0.0090 -0.0021 0.0181
H 3.303519 5.372033 1.244859 -0.0060 0.0096 -0.0501
H 3.573404 3.176041 0.241581 -0.0109 -0.0036 0.0111
S 3.973032 -1.745453 -3.006634 0.1500 0.2089 0.0174
Sb 4.672704 0.372623 -2.640567 0.0855 -0.1717 0.1781
S 5.473612 0.458240 -0.001697 0.1823 -0.0280 -0.5308
S 2.702533 1.661085 -1.912586 -0.0874 -0.2026 0.2826
S 3.484927 0.324571 2.243543 -0.5755 0.0514 -0.6411
C 3.961848 0.417853 0.671800 0.1903 -0.0056 0.0020
```
Forces are in eV/Å.

Properties
frontier orbital gap = 0.1950 Eh
LUMO energy = -1.88 eV
F_max = 3.0 eV/A
charge = 0
2S+1 = 1
E_HOMO = -7.2 eV

No. 4
C8H15I2N | ωB97M-V/def2-TZVPD

Structure (XYZ):
```
26
Properties=species:S:1:pos:R:3:forces:R:3
C 0.253862 1.474898 -0.550010 1.2462 -2.8656 0.7907
C -0.344232 -0.197057 -0.268768 -0.9826 2.5676 1.2092
C 0.322481 -1.404459 0.749632 0.3757 3.1686 -2.7404
C 1.445921 1.390048 -1.443664 0.1363 -0.5634 -2.3791
C -0.227352 2.640182 -0.109385 -2.3329 -0.4746 -0.1812
C -1.641836 0.072656 0.519851 2.1148 0.3261 0.1169
C 0.235566 -2.771302 0.187520 -3.0219 -1.6727 3.0927
C -0.679185 -0.764316 -1.635636 -1.0990 -2.4812 0.6623
N 0.900111 -0.948152 1.765929 0.5873 -1.7589 1.7129
I -1.864256 0.397516 -3.086302 0.9468 -0.3147 0.6275
I 0.681910 2.231029 4.307107 0.6148 -0.3757 -0.3490
H 1.142618 0.900301 -2.433269 0.0448 0.9922 0.9230
H 2.241217 0.687953 -1.205594 -0.0035 -0.0600 1.0250
H 1.949439 2.336189 -1.694667 -0.4573 -0.1208 0.1950
H 0.065910 3.600268 -0.597327 0.1407 -0.9290 0.7257
H 1.940677 1.452638 3.584626 -0.6683 0.3572 0.2939
H -1.216003 2.664716 0.470331 1.7706 0.0918 -0.6413
H -1.274376 0.402294 1.486418 -0.4261 0.3406 0.2733
H -2.146020 -0.839754 0.663198 -1.1208 -1.0935 0.0996
H -2.203520 0.826755 0.024216 -0.8454 0.4094 -0.2443
H 0.644201 -2.867004 -0.748105 1.3478 -0.2676 -2.0412
H -0.823016 -3.194736 0.093266 0.9045 1.2025 -0.1245
H 0.573435 -3.507945 0.923332 0.8505 0.1745 -0.2436
H -1.497624 -1.573762 -1.425621 1.7544 1.1736 -0.5755
H 0.245512 -1.280097 -2.000557 -1.0942 0.7809 -0.7661
H 1.274563 -1.728861 2.423479 -0.7831 1.3928 -1.4615
```
Forces are in eV/Å.

Properties
frontier orbital gap = 0.3524 Eh
LUMO energy = 0.36 eV
F_max = 4.6 eV/A
charge = 0
SMILES = [H]/N=C(\C)[C@](C)(CI)C(=C)C.I
2S+1 = 1
E_HOMO = -9.2 eV

No. 5
C6H16 | ωB97M-V/def2-TZVPD

Structure (XYZ):
```
22
Properties=species:S:1:pos:R:3:forces:R:3
C 1.686408 -1.619181 -1.398220 -1.7633 0.2525 -0.1681
C 0.913796 -0.350449 -1.805901 0.2507 0.2192 0.5770
C 0.872847 -2.846105 -1.806633 0.3090 -0.4759 -0.1590
H 2.664220 -1.594097 -1.866731 0.2249 -0.2327 0.1842
H 1.734239 -1.604908 -0.308735 0.5711 0.0062 0.0011
H 0.009364 -0.210285 -1.206993 0.1241 -0.1320 0.1911
H -0.159151 -2.818321 -1.456064 -0.0255 0.3242 0.1030
H 0.832139 -2.922435 -2.894777 0.0037 -0.0890 -0.0192
H 0.546288 -0.337912 -2.826302 0.3532 -0.1337 -0.3761
H 1.562267 0.509583 -1.622601 -0.2255 0.1774 -0.2153
H 1.277767 -3.782609 -1.411940 0.1665 0.0845 -0.1255
C -1.146779 1.643358 2.269822 0.1494 -0.1941 -0.6024
C -2.298685 1.227646 1.354459 -0.4927 1.1025 0.0402
C 0.170265 1.880364 1.528680 0.3369 0.6524 1.3576
H -1.043516 0.855437 3.005910 0.4039 -0.2329 0.1857
H -1.344161 2.546439 2.843328 -0.4747 0.0651 -0.0026
H -3.083631 0.743602 1.922759 -0.1257 -0.3092 0.0703
H -2.779448 2.111782 0.924143 0.0984 -0.0049 -0.1390
H 0.270682 2.884972 1.112139 -0.6489 -0.2242 -0.8006
H -2.016084 0.600862 0.510596 0.2515 -0.1947 0.1710
H 0.389272 1.078382 0.832547 0.2893 0.1275 -0.1355
H 0.941901 2.003876 2.300516 0.2236 -0.7882 -0.1378
```
Forces are in eV/Å.

Properties
frontier orbital gap = 0.4488 Eh
LUMO energy = 1.10 eV
F_max = 1.8 eV/A
charge = 0
SMILES = CCC.CCC
2S+1 = 1
E_HOMO = -11.1 eV

No. 6
C5H10FN2O | ωB97M-V/def2-TZVPD

Structure (XYZ):
```
19
Properties=species:S:1:pos:R:3:forces:R:3
C -2.678863 0.372443 -0.382621 -0.3177 4.6224 0.4875
C 0.793103 0.750002 0.561056 1.8231 1.0880 1.3877
C -0.477103 0.007329 0.370138 1.4869 -0.1874 -1.1720
C 2.486360 -0.959105 -0.088863 1.2780 -0.8636 2.8351
C 1.792139 0.337459 -0.499479 -2.5217 -3.4980 -0.8599
N -1.412765 0.848183 -0.340435 -0.2000 -2.1816 1.3953
N -2.990100 -0.809619 -0.079086 -2.0390 -1.3045 0.0439
O -0.512743 -1.190388 0.510171 -1.0444 0.6277 0.2069
F 0.552880 2.133482 0.442337 -0.3385 0.0408 -0.1074
H -3.524356 1.154470 -0.476601 1.4649 -1.4369 -0.2564
H 1.373947 0.664400 1.527549 -1.3567 -0.3839 -0.6722
H 3.420527 -1.023341 -0.650591 -0.4803 -0.7376 -0.5164
H 1.891823 -1.934608 0.070580 0.7633 1.6875 -1.1490
H 2.955518 -0.869850 0.966722 -0.8789 0.3103 -1.2700
H 1.307753 0.114678 -1.505454 0.5221 0.8844 1.0586
H 2.453067 1.115578 -0.514430 1.9009 1.9695 -0.5340
H -1.115935 1.812463 -0.162062 -0.8227 0.2062 -0.7192
H -3.962345 -0.988039 0.102621 -0.3585 -0.2354 -0.3122
H -2.352910 -1.535542 0.148442 1.1189 -0.6080 0.1537
```
Forces are in eV/Å.

Properties
frontier orbital gap = 0.3828 Eh
LUMO energy = -4.62 eV
F_max = 4.7 eV/A
charge = +1
SMILES = CC[C@@H](F)C(=O)NC=[NH2+]
2S+1 = 1
E_HOMO = -15.0 eV